Formula: C3H5N5
Source: OMol25
Level of theory: wB97M-V/def2-TZVPD

Results
multiplicity: 1
energy: -390.98167 Ha
gap between HOMO and LUMO: 0.363 Eh
SMILES: [H]/N=C(/N)N/C(C#N)=N/[H]
HOMO energy: -0.3614 Ha

```
13
Properties=species:S:1:pos:R:3:forces:R:3
H 0.27617 0.92262 1.35574 -3.7 1.6 -1.3
N -0.76531 1.25751 0.92415 2.3 -4.6 -1.2
C -1.07687 0.27145 0.05824 -1.0 1.7 2.5
N -2.49547 -0.00131 -0.25187 0.7 0.9 -1.1
N -0.13700 -0.71881 -0.45245 2.7 5.6 1.4
C 1.27953 -0.53136 -0.04508 1.1 0.9 0.3
C 1.76028 0.98134 -0.15599 0.8 0.0 -1.9
N 2.26111 1.97021 -0.55614 -1.4 -2.7 1.5
N 2.04829 -1.48535 0.31935 1.3 0.1 0.4
H 3.18376 -1.54422 0.65360 -4.5 1.4 -1.6
H -3.25736 0.71878 -0.17068 1.9 -0.2 1.3
H -2.70925 -0.21299 -1.22435 1.0 -0.8 -0.1
H -0.36789 -1.62788 -0.45453 -1.3 -3.9 0.0
```
Forces are in eV/Å.